Entry 1:
16
Properties=species:S:1:pos:R:3:forces:R:3:lowdin_charge:R:1 method="wB97M-V/def2-TZVPD" smiles="CN1C(=O)[C@@H](N)N1N" e_tot_ev=-11245.7841 orbital_gap_ev=10.276 lumo_energy_ev=0.882 charge=0 homo_energy_ev=-9.39
C -2.3616 -0.1344 -0.2580 -0.1308 -0.6777 0.0635 -0.0611
N -0.9885 0.0304 -0.6756 0.6006 -0.4429 -0.0315 -0.0041
C -0.2844 1.0971 -0.3164 2.5012 0.4726 0.8579 -0.4925
O -0.5163 2.1714 0.2064 -0.4555 -0.5918 -0.5334 0.0628
H -2.4534 -0.1452 0.8332 -0.0219 -0.0758 -0.0745 0.0829
H -2.7528 -1.0661 -0.6730 -0.0187 0.1260 0.0827 0.0804
H -2.9624 0.6996 -0.6371 0.2223 -0.1248 -0.0410 0.0918
N 0.6018 -1.6861 0.4266 -0.2790 0.1584 0.1032 0.0202
N 1.9914 0.5382 0.6516 -0.1329 0.4682 -0.7493 0.0528
C 1.1266 0.4024 -0.5194 -0.5492 2.1722 0.6808 -0.2881
N 0.4737 -0.9022 -0.6762 -1.4201 -0.7951 0.1418 -0.0265
H 0.9547 -2.6159 0.2151 -0.2897 0.4511 -0.0189 0.0961
H 1.0333 -1.2078 1.2278 0.0203 -0.4283 -0.5129 0.0818
H 2.9358 0.8113 0.3913 -0.2584 -0.2383 0.0304 0.0814
H 1.6402 1.2688 1.2689 -0.0978 -0.0982 -0.2108 0.0828
H 1.5619 0.7384 -1.4652 0.3096 -0.3755 0.2120 0.1395

---

Entry 2:
89
Properties=species:S:1:pos:R:3:forces:R:3:lowdin_charge:R:1 method="wB97M-V/def2-TZVPD" e_tot_ev=-95066.6318 spin_multiplicity=2 orbital_gap_ev="6.209 / 6.770" s2=1.03 lumo_energy_ev="-8.940 / -8.189" charge=+3 homo_energy_ev="-15.15 / -14.96"
Re 1.9873 -1.4893 -0.8752 -0.1164 -0.5180 0.1547 0.9259
N 0.7698 3.4212 -0.4061 -0.1699 0.1016 -0.1005 0.0555
C 0.8242 2.8701 -1.6259 -0.0702 0.0676 -0.0127 -0.1297
N 1.7648 1.9519 -1.6537 0.1059 -0.0663 -0.0197 0.1192
C 2.2612 1.9923 -0.3890 -0.0806 -0.0208 -0.1772 -0.3612
N 1.6900 2.8770 0.3979 0.1437 -0.0602 0.0641 0.1403
C 3.4205 1.2158 0.0616 0.1068 -0.1636 0.0063 -0.1622
C 4.4057 1.8964 0.7769 -0.0248 -0.0596 -0.0219 -0.0290
N 5.5222 1.3225 1.1883 0.0725 0.0881 0.0569 0.1402
C 5.6877 0.0470 0.8716 -0.0101 -0.0169 -0.0209 -0.0585
C 4.7229 -0.6647 0.1833 -0.0488 0.0784 -0.0183 -0.1102
N 3.5683 -0.0976 -0.2244 -0.0356 0.1416 0.1507 -0.0475
H 0.1950 4.1815 -0.0783 0.0007 0.0011 -0.0084 0.1702
H 0.1867 3.1706 -2.4443 0.0268 -0.0009 0.0494 0.1386
H 4.2593 2.9443 1.0076 0.0036 -0.0157 -0.0130 0.1331
H 6.6049 -0.4375 1.1829 -0.0184 -0.0053 -0.0056 0.1339
H 4.8651 -1.7110 -0.0265 0.0065 -0.0513 -0.0028 0.0719
C -5.7375 0.0678 0.2496 0.0128 -0.0017 0.0121 -0.0471
C -4.8649 -1.0727 0.7478 -0.0339 0.0771 -0.0127 -0.1629
N -3.4211 -0.7831 0.5964 -0.0597 -0.0712 -0.0552 -0.0076
C -2.7795 -1.2895 -0.4652 -0.0976 0.0427 0.0074 0.0642
C -1.4464 -1.1037 -0.6976 0.1593 -0.0144 0.0273 -0.0257
C -0.7293 -1.7334 -1.8481 0.0203 0.3270 0.0770 -0.5504
O -1.0310 -1.5670 -3.0061 -0.2353 -0.1762 0.0104 0.0994
O 0.3250 -2.4360 -1.4639 0.3365 0.1773 -0.0859 -0.2530
C -0.6753 -0.3196 0.1925 0.0618 -0.1531 -0.0794 -0.2669
O 0.5759 -0.1313 0.0239 -0.0892 -0.0411 0.0086 -0.2006
C -1.3735 0.2717 1.3031 0.0046 -0.0097 -0.0342 -0.0466
C -0.6938 1.0917 2.2182 0.0036 0.0046 0.0531 0.0911
C -1.3466 1.6037 3.2941 0.0616 -0.0039 -0.0301 -0.1776
F -0.6803 2.4494 4.0991 -0.0193 -0.0090 -0.0023 0.0860
C -2.7062 1.3115 3.5713 -0.0278 -0.0238 -0.0491 -0.1256
C -3.3819 0.5420 2.6359 -0.0945 -0.0129 0.0303 0.0690
C -2.7404 0.0139 1.5047 0.0840 0.0652 0.0032 -0.1011
N -3.3662 1.7816 4.7040 -0.0222 0.0906 0.0822 -0.0654
C -4.7564 2.2193 4.5580 0.0495 -0.0603 0.0161 -0.1215
C -5.2248 2.9502 5.8037 0.0413 -0.0202 -0.0505 -0.0791
N -4.8988 2.1016 6.9976 0.0246 0.0259 -0.0323 0.0830
C -3.4001 1.8967 7.1571 0.0404 0.0107 -0.0560 -0.0504
C -2.6575 2.2771 5.8791 -0.0512 -0.0146 -0.0067 -0.1296
H -6.7881 -0.1832 0.3959 0.0278 0.0015 -0.0055 0.0936
H -5.5783 0.2391 -0.8154 -0.0032 -0.0020 0.0210 0.0893
H -5.5298 0.9992 0.7779 -0.0064 -0.0127 -0.0069 0.0716
H -5.0621 -1.9814 0.1853 0.0143 -0.0242 -0.0302 0.1291
H -5.0549 -1.3158 1.7911 0.0112 -0.0126 0.0121 0.1215
H -3.3786 -1.8882 -1.1396 -0.0018 0.0120 0.0001 0.1654
H 0.3459 1.3439 2.0530 -0.0134 -0.0002 0.0106 0.1262
H -4.4241 0.3187 2.8036 0.0445 0.0113 0.0008 0.1023
H -5.4194 1.3639 4.3915 0.0058 -0.0080 0.0063 0.1266
H -4.8751 2.8909 3.7027 -0.0114 0.0097 -0.0137 0.1486
H -6.2988 3.1137 5.7743 -0.0300 -0.0066 0.0106 0.1489
H -4.7300 3.9077 5.9428 0.0090 0.0198 0.0280 0.1444
H -5.3535 1.1950 6.8859 -0.0276 -0.0350 0.0209 0.1855
H -5.2904 2.5115 7.8461 -0.0066 0.0333 0.0278 0.1905
H -3.2472 0.8527 7.4152 -0.0270 -0.0302 -0.0056 0.1421
H -3.0660 2.5181 7.9844 -0.0106 -0.0045 0.0287 0.1451
H -1.6836 1.8055 5.9467 0.0192 -0.0079 0.0041 0.1379
H -2.4824 3.3554 5.8424 -0.0051 0.0111 -0.0147 0.1366
S 2.0273 -2.4519 1.2552 0.0348 -0.0040 -0.1168 0.8038
C 2.8413 -3.9408 1.0434 -0.0619 0.1489 0.0805 -0.6572
C 2.9222 -4.8069 2.1773 -0.0184 -0.1338 0.1505 -0.2382
N 2.9590 -5.4990 3.0946 0.0035 0.1133 -0.0989 0.2304
C 3.4125 -4.2863 -0.1539 0.0616 0.0685 -0.1352 -0.6363
S 3.3313 -3.2228 -1.5003 -0.1780 0.1035 0.0811 0.7504
C 4.1099 -5.5176 -0.3381 0.0703 -0.1756 -0.0432 -0.2402
N 4.6655 -6.5078 -0.5197 -0.0489 0.1352 0.0136 0.2290
C 1.2934 -0.9205 -6.3527 0.0183 0.0714 0.0524 -0.0865
N 2.1494 -2.0463 -5.7542 0.0091 0.0331 0.0184 -0.0558
C 3.6324 -1.6569 -5.9007 0.0184 0.0734 0.0485 -0.0858
N 3.8826 -0.3885 -5.3071 -0.0140 -0.0454 0.0067 -0.1361
C 3.0295 0.6359 -5.9080 -0.0102 -0.0358 0.0294 -0.1326
N 1.6135 0.3181 -5.7348 -0.0047 -0.0142 -0.0428 -0.1349
C 1.1732 0.4241 -4.3455 -0.0522 -0.0910 0.0517 -0.2640
P 2.0846 -0.7849 -3.2659 0.1514 0.0630 -0.1315 0.9357
C 1.7841 -2.2890 -4.3205 -0.0250 0.0534 0.0337 -0.2358
C 3.8008 -0.4008 -3.8449 -0.0244 0.0050 -0.0458 -0.2754
H 0.2513 -1.1922 -6.1957 -0.0225 -0.0213 0.0109 0.1532
H 1.5199 -0.8937 -7.4176 0.0185 -0.0056 -0.0219 0.1528
H 1.9839 -2.9030 -6.2858 -0.0010 -0.0207 0.0031 0.1912
H 3.8353 -1.6280 -6.9703 -0.0116 -0.0011 -0.0242 0.1531
H 4.2196 -2.4451 -5.4322 -0.0101 -0.0256 0.0109 0.1517
H 3.2523 0.6998 -6.9731 -0.0031 -0.0027 -0.0123 0.1471
H 3.2449 1.5993 -5.4501 -0.0078 0.0000 0.0063 0.1447
H 0.1018 0.2342 -4.2751 0.0008 0.0003 0.0173 0.0965
H 1.3840 1.4242 -3.9845 0.0060 0.0781 0.0418 0.0687
H 0.7253 -2.5433 -4.2606 0.0083 0.0150 -0.0050 0.0970
H 2.3674 -3.1334 -3.9609 0.0417 -0.0485 0.0036 0.0627
H 4.5028 -1.1349 -3.4437 -0.0029 -0.0056 0.0052 0.0902
H 4.0905 0.5788 -3.4607 0.0041 0.0054 0.0033 0.1037

---

Entry 3:
46
Properties=species:S:1:pos:R:3:forces:R:3:lowdin_charge:R:1 method="wB97M-V/def2-TZVPD" smiles="CCCn1c(=O)c(C(=O)NC[C@H]2CCCO2)c(O)c2ccccc21" e_tot_ev=-30195.3203 orbital_gap_ev=8.786 lumo_energy_ev=0.166 charge=0 homo_energy_ev=-8.62
C -3.5076 2.3312 1.3089 -0.0332 -0.0594 -0.2153 -0.1017
C -3.2069 2.1765 -0.1763 0.1615 0.1335 0.1145 -0.2145
C -1.9238 2.8836 -0.6228 -0.4946 -0.0616 -0.3741 -0.1431
N -0.7337 2.2874 -0.0310 -0.1258 -0.0518 -0.2228 0.0413
C -0.1299 2.8076 1.0877 0.5874 -0.0475 0.4711 -0.1311
C -0.5963 3.9550 1.7468 -0.1403 0.1046 -0.0708 -0.0195
C 0.0465 4.4441 2.8610 0.0300 -0.0892 -0.0636 -0.0669
C 1.1774 3.8148 3.3732 0.0731 -0.0029 0.0718 -0.0772
C 1.6524 2.6883 2.7501 -0.0682 -0.0198 -0.0843 -0.0023
C 1.0151 2.1761 1.6136 -0.0511 0.1590 0.1112 -0.0684
C 1.5244 0.9920 0.9736 -0.1521 -0.2000 -0.3756 -0.1951
C 0.8953 0.4980 -0.1550 0.3141 -0.1560 0.2997 0.0391
C -0.2762 1.1525 -0.6857 0.1065 0.0965 0.1073 -0.3405
O -0.8892 0.7699 -1.6853 -0.1221 -0.0433 -0.0941 0.0297
C 1.4398 -0.7331 -0.7726 -0.2795 0.2512 -0.3207 -0.3770
O 2.4325 -1.3053 -0.2852 0.2677 -0.0509 0.2968 0.0269
N 0.8505 -1.1692 -1.8879 -0.1718 0.0066 -0.1687 0.1029
C 1.1617 -2.4481 -2.4635 -0.1026 -0.3594 0.2788 -0.1055
H 2.1614 -2.7267 -2.1225 -0.0406 -0.0217 -0.1637 0.1269
H 1.1517 -2.3704 -3.5535 0.0648 -0.0611 0.0502 0.1312
C 0.1385 -3.5178 -2.0141 0.1554 0.0523 -0.4493 -0.3239
C 0.6309 -4.9300 -2.3552 -0.2053 0.2044 0.0860 -0.1253
H -0.2219 -5.6024 -2.4454 0.0132 0.0112 -0.0612 0.1128
C 1.4790 -5.2934 -1.1287 -0.0298 0.0739 0.0898 -0.1413
H 2.5418 -5.1785 -1.3362 0.0254 -0.0429 0.0209 0.1066
C 1.0256 -4.2840 -0.0538 0.3365 -0.1577 0.3415 -0.1837
H 0.6279 -4.7648 0.8423 0.0596 0.0219 -0.0542 0.1196
O -0.0291 -3.5222 -0.6166 -0.1909 0.1316 0.0053 -0.0952
H 1.8483 -3.6197 0.2374 -0.1133 -0.1014 -0.0234 0.1046
H 1.3031 -6.3192 -0.8114 0.0548 -0.0238 -0.0275 0.1037
H 1.1973 -4.9533 -3.2835 0.0112 -0.0488 -0.0882 0.1114
H -0.8401 -3.2813 -2.4436 0.0809 -0.0406 -0.0009 0.1510
H -0.0012 -0.6800 -2.1660 0.1948 0.0610 0.1295 0.1148
O 2.5889 0.4246 1.5050 -0.0661 -0.0354 -0.0740 0.1063
H 2.7833 -0.3930 0.9315 -0.1427 0.1577 -0.0119 0.0902
H 2.5241 2.1686 3.1150 0.0671 -0.0220 0.0450 0.1194
H 1.6695 4.2086 4.2486 0.0551 0.0202 0.0754 0.1033
H -0.3394 5.3297 3.3438 -0.0527 0.0697 0.0168 0.1075
H -1.4728 4.4742 1.3993 -0.0634 -0.0149 -0.0402 0.0949
H -1.9584 3.9474 -0.3976 0.0669 -0.0445 -0.0063 0.1143
H -1.8256 2.7612 -1.7052 0.0100 0.1568 0.2241 0.1242
H -4.0340 2.5832 -0.7613 -0.0143 -0.0395 -0.0702 0.1113
H -3.1130 1.1182 -0.4238 -0.0333 0.0339 -0.0981 0.1070
H -4.4061 1.7747 1.5643 -0.0659 -0.0319 0.1015 0.0710
H -3.6727 3.3754 1.5664 -0.0168 0.1057 0.1023 0.0692
H -2.6889 1.9497 1.9150 0.0405 -0.0237 0.1197 0.0709

---

Entry 4:
81
Properties=species:S:1:pos:R:3:forces:R:3:lowdin_charge:R:1 method="wB97M-V/def2-TZVPD" e_tot_ev=-82718.6112 orbital_gap_ev=8.602 lumo_energy_ev=-1.856 charge=+1 homo_energy_ev=-10.46
Na -0.7761 -0.1237 -0.8259 -1.0618 0.7160 -0.0675 0.1744
O -1.5001 -2.0076 -0.1490 -0.1398 -0.2424 0.0669 -0.5481
S -2.0366 -3.2306 0.5134 0.2235 -0.5752 0.3671 1.0245
C -0.7935 -4.5747 0.2830 -0.0672 0.2564 0.0152 -0.2918
C 0.6420 -4.1508 0.5734 0.0321 0.1048 -0.1159 -0.2122
C 1.2665 -3.4046 -0.6107 -0.0617 -0.0608 0.0297 -0.2343
C 2.5064 -2.6137 -0.2248 -0.0831 0.2539 -0.1012 -0.2839
S 2.5469 -1.0027 -1.1140 0.3553 -0.5544 -0.0447 1.0168
O 1.1313 -0.5347 -1.1260 1.2362 -0.1320 -0.1971 -0.5771
C 2.8743 -1.6318 -2.7621 0.0493 0.0957 0.0952 -0.3861
C 1.8766 -1.5989 -3.7193 -0.0742 0.0366 0.0973 -0.0631
C 2.1645 -2.0420 -5.0026 0.0304 -0.0177 -0.0104 -0.0592
C 3.4379 -2.4974 -5.3118 -0.0333 -0.0158 -0.0846 -0.0679
C 4.4359 -2.5129 -4.3454 -0.0248 0.0111 0.0303 -0.0665
C 4.1568 -2.0695 -3.0632 0.0279 -0.0260 0.0711 -0.0871
C -1.7897 -2.9932 2.2816 -0.0649 -0.0531 -0.1318 -0.3829
C -2.3595 -3.8962 3.1684 -0.0350 -0.0705 0.0115 -0.0816
C -2.1806 -3.7109 4.5305 0.0249 -0.0296 -0.0093 -0.0636
C -1.4560 -2.6203 4.9957 0.0122 0.0525 0.0159 -0.0612
C -0.9073 -1.7135 4.1000 -0.0007 -0.0964 0.0354 -0.0719
C -1.0733 -1.8989 2.7342 0.0752 0.0534 -0.1769 -0.0928
H -0.9070 -4.8936 -0.7552 -0.0923 -0.0143 0.0131 0.0975
H -1.1313 -5.3846 0.9312 -0.0630 0.0205 0.0046 0.0918
H 1.2390 -5.0313 0.8202 -0.0634 -0.0323 0.0469 0.1252
H 0.6531 -3.5075 1.4558 0.0306 -0.0171 0.0559 0.1006
H 0.5266 -2.6965 -0.9780 -0.0339 -0.0305 -0.0736 0.0750
H 1.4890 -4.1016 -1.4209 0.0276 0.0199 -0.0022 0.1292
H 3.4479 -3.1260 -0.4223 0.0351 0.0637 0.0076 0.0964
H 2.4802 -2.3217 0.8279 0.0346 0.0009 -0.0073 0.0915
H 0.8973 -1.2197 -3.4555 0.0050 -0.0004 -0.0207 0.1116
H 1.3930 -2.0245 -5.7609 0.0138 0.0020 -0.0090 0.1113
H 3.6586 -2.8330 -6.3167 -0.0004 -0.0054 0.0143 0.1100
H 5.4296 -2.8596 -4.5952 0.0004 0.0041 0.0092 0.1112
H 4.9283 -2.0593 -2.3004 0.0257 0.0001 -0.0507 0.1136
H -2.9446 -4.7340 2.8050 0.0145 0.0063 -0.0014 0.1148
H -2.6054 -4.4164 5.2320 -0.0371 0.0145 -0.0153 0.1117
H -1.3345 -2.4737 6.0611 0.0280 -0.0051 -0.0104 0.1107
H -0.3538 -0.8530 4.4547 -0.0093 -0.0075 0.0292 0.1053
H -0.6753 -1.1850 2.0212 0.0028 -0.0397 0.0025 0.0922
N -1.7615 3.8107 -2.6102 -0.1853 -0.0351 -0.0310 0.1797
C -0.4323 4.0551 -2.8789 0.3157 -0.2647 0.0592 -0.1808
C 0.2603 5.1916 -3.2791 -0.0937 0.0732 -0.0499 -0.0145
C 1.6272 5.0664 -3.4293 -0.0514 0.0372 -0.0048 -0.0825
C 2.2845 3.8495 -3.1939 0.0537 -0.0366 0.0019 -0.0788
C 1.5944 2.7217 -2.7999 0.0172 -0.0258 0.0298 -0.0100
C 0.2146 2.8302 -2.6344 -0.0917 0.3457 -0.0678 -0.2213
N -0.7085 1.8901 -2.2240 -0.2424 -0.2418 -0.0597 0.1768
C -1.8642 2.5003 -2.2302 0.4247 0.2193 -0.0310 -0.2576
C -3.1130 1.8733 -1.8269 -0.5642 0.0966 0.0992 -0.3019
C -4.3567 2.4386 -1.8258 0.0006 -0.0597 -0.0333 -0.3364
S -5.5115 1.3296 -1.2313 0.2671 -0.1315 0.0184 1.0569
C -4.2505 0.1751 -1.0110 -0.3978 0.1610 -0.0475 -0.4305
N -3.0777 0.5837 -1.3602 0.3161 -0.0589 -0.0115 0.0322
H -2.5127 4.4716 -2.6932 -0.0212 0.0001 0.0142 0.1598
H -0.2472 6.1284 -3.4709 0.0403 0.0057 0.0141 0.1121
H 2.2053 5.9273 -3.7373 -0.0028 -0.0054 -0.0045 0.1055
H 3.3573 3.8029 -3.3283 -0.0092 -0.0197 -0.0002 0.1046
H 2.0935 1.7793 -2.6156 -0.0005 0.0037 -0.0020 0.1018
H -4.6641 3.4205 -2.1482 0.0576 -0.0011 0.0056 0.0765
H -4.4510 -0.8107 -0.6153 0.0239 0.0149 -0.0153 0.0841
C -0.9598 3.1524 4.0950 0.0404 0.0009 0.0270 -0.0521
N -1.1687 1.9122 3.3561 -0.0023 -0.0655 -0.1214 -0.1610
C -2.4553 1.2865 3.5828 -0.0034 0.0352 0.0021 -0.0678
C -0.5259 1.7067 2.1451 -0.1919 0.1320 0.2372 -0.4349
N -1.0570 1.1200 1.1228 0.2028 0.1899 0.1361 0.1493
N 0.7621 2.1919 2.1132 -0.1539 -0.1682 -0.0106 -0.1659
C 1.6650 1.9561 3.2273 0.0235 0.0655 0.0047 -0.0533
C 1.4104 2.3857 0.8354 -0.0447 0.0564 -0.0212 -0.0463
H -1.9177 3.6497 4.2628 -0.0208 -0.0442 0.0022 0.0894
H -0.3308 3.8309 3.5243 0.0493 -0.0384 0.0098 0.0912
H -0.4911 2.9706 5.0649 -0.0342 0.0286 0.0182 0.0884
H -2.6135 1.1793 4.6563 -0.0140 0.0010 -0.0045 0.0968
H -2.4766 0.2926 3.1408 -0.0352 0.0425 0.0560 0.0643
H -3.2844 1.8799 3.1761 0.0059 0.0021 -0.0256 0.0968
H -2.0558 0.9941 1.2496 -0.0218 0.0829 0.0674 0.0460
H 1.1380 1.4911 4.0564 -0.0130 0.0340 -0.0041 0.0778
H 2.1149 2.8893 3.5753 0.0102 -0.0204 0.0107 0.0930
H 2.4738 1.2856 2.9180 -0.0172 -0.0007 -0.0125 0.0901
H 0.6696 2.6755 0.0987 -0.0198 0.0167 -0.0902 0.0721
H 1.9094 1.4818 0.4796 0.0406 -0.0900 -0.0421 0.0676
H 2.1502 3.1824 0.9337 0.0033 -0.0238 -0.0121 0.0986

---

> Look up the charge of the second one.

+3

---

> What is the charge in the second record?

+3